(1)
This record from the OMol25 dataset describes a 2-piece molecular cluster, C8H12FO2 overall at a distorted geometry. The level of theory is ωB97M-V/def2-TZVPD.

Each line ends with the Löwdin charge.
Element x y z (Å)
C 2.406 0.886 0.002  -0.399
C 1.023 0.486 -0.083  -0.100
C -0.202 0.064 -0.866  -0.353
C -0.267 0.157 0.638  -0.362
C -0.250 -1.323 -1.470  -0.036
C -1.007 1.161 -1.570  0.000
C -0.039 -1.136 1.375  -0.073
C -0.975 1.186 1.510  -0.011
O 3.563 0.619 0.028  0.147
O 1.536 1.889 -0.051  0.128
F 1.808 -2.827 0.146  -0.693
H 0.206 -1.544 -2.474  0.106
H -1.192 -1.797 -1.353  0.071
H 0.302 -1.995 -0.893  0.006
H -0.372 1.485 -2.504  0.129
H -1.048 1.968 -0.947  0.028
H -1.876 0.660 -1.760  0.049
H -1.049 -1.534 1.648  0.084
H 0.311 -0.964 2.409  0.077
H 0.724 -1.874 0.954  0.040
H -0.537 1.330 2.420  0.058
H -1.990 0.972 1.657  0.073
H -1.074 2.133 1.182  0.032

Net charge   -1
Relative energy (zero: lowest compared OMol25 entry of this formula, charge and spin)   65.7 kcal per mole
F_max   5.72 eV/Å
2S+1   1
Total energy   -15300.4083 eV

(2)
This record from the OMol25 dataset describes a 2-piece molecular cluster, C3H7N2 overall at a distorted geometry. The level of theory is ωB97M-V/def2-TZVPD.

Each line ends with the Löwdin charge.
Element x y z (Å)
C 0.921 0.148 -0.362  0.086
C -1.969 -0.229 -0.517  0.088
C 3.242 -0.231 0.274  0.014
N 2.012 0.019 0.102  -0.095
N -2.724 0.094 0.471  0.199
H 0.127 0.789 -0.601  0.017
H -1.866 0.432 -1.350  0.112
H -1.583 -1.236 -0.573  0.113
H 3.877 -0.501 -0.445  0.040
H 3.677 0.177 1.218  0.107
H -3.219 0.974 0.481  0.158
H -2.494 -0.437 1.304  0.161

Net charge   +1
Relative energy (zero: lowest compared OMol25 entry of this formula, charge and spin)   102.2 kcal per mole
F_max   5.30 eV/Å
2S+1   1
Total energy   -6193.0781 eV

(3)
This record from the OMol25 dataset describes a 2-piece molecular cluster, C2H3OS overall at a distorted geometry. The level of theory is ωB97M-V/def2-TZVPD.

Each line ends with the Löwdin charge.
Element x y z (Å)
C -1.741 2.212 1.701  -0.869
C 0.118 -0.362 -0.072  -0.262
O -1.040 2.521 2.626  -0.033
S -3.186 2.247 1.049  0.587
H -0.865 0.260 0.080  -0.140
H 0.494 -0.337 -1.207  -0.133
H 0.112 -1.497 0.190  -0.149

Net charge   -1
Relative energy (zero: lowest compared OMol25 entry of this formula, charge and spin)   89.3 kcal per mole
F_max   4.09 eV/Å
2S+1   1
Total energy   -15002.5402 eV

(4)
This record from the OMol25 dataset describes a single C2H3BrN2O molecule at a distorted geometry. The level of theory is ωB97M-V/def2-TZVPD.

Each line ends with the Löwdin charge.
Element x y z (Å)
O -1.495 2.198 -0.070  0.194
C -0.987 1.199 0.213  -0.466
N -0.799 0.153 1.029  0.122
N -0.395 -0.037 -0.395  -0.041
C 0.803 -0.724 -0.671  -0.488
Br 2.497 -0.231 0.459  0.412
H -1.500 -0.354 1.639  0.164
H 1.157 -0.479 -1.718  0.088
H 0.719 -1.726 -0.487  0.015

Net charge   0
Relative energy (zero: lowest compared OMol25 entry of this formula, charge and spin)   22.4 kcal per mole
F_max   4.33 eV/Å
2S+1   1
Total energy   -77189.6073 eV

(5)
This record from the OMol25 dataset describes C3H6O3S as an isolated structure at a distorted geometry. The level of theory is ωB97M-V/def2-TZVPD.

Each line ends with the Löwdin charge.
Element x y z (Å)
C -1.540 0.063 -0.207  -0.251
C 0.887 0.319 0.125  -0.088
C -0.223 -0.358 -0.688  -0.200
O -4.772 -1.257 0.423  -0.433
O -5.149 1.192 0.631  -0.441
O -2.621 -0.035 -0.779  -0.029
S -4.846 0.034 -0.205  0.846
H -1.468 0.518 0.783  0.143
H 1.962 -0.127 0.012  0.112
H 0.642 0.150 1.125  0.040
H 1.035 1.410 -0.130  0.098
H -0.402 -1.301 -0.349  0.095
H -0.092 -0.373 -1.727  0.109

Net charge   0
Relative energy (zero: lowest compared OMol25 entry of this formula, charge and spin)   47.2 kcal per mole
F_max   3.87 eV/Å
2S+1   3
Total energy   -20179.6412 eV

(6)
This record from the OMol25 dataset describes a 7-piece molecular cluster, C48H105N5O7 overall at a distorted geometry. The level of theory is ωB97M-V/def2-TZVPD.

Each line ends with the Löwdin charge.
Element x y z (Å)
C -2.696 -1.386 3.662  -0.033
C -3.879 -2.352 3.685  -0.507
C -3.864 -3.201 4.975  -0.020
C -5.173 -1.474 3.653  -0.126
C -5.538 -0.971 2.265  -0.200
C -5.489 -1.930 1.134  -0.132
C -4.202 -2.805 1.180  -0.497
C -4.507 -4.041 0.331  -0.050
C -3.003 -2.075 0.555  -0.043
N -3.967 -3.263 2.546  -0.113
O -2.966 -4.270 2.585  -0.014
H -1.760 -1.941 3.752  0.087
H -2.722 -0.793 2.749  0.057
H -2.813 -0.683 4.489  0.083
H -4.358 -4.165 4.884  0.082
H -2.800 -3.326 5.170  0.077
H -4.410 -2.646 5.738  0.082
H -5.981 -1.964 4.204  0.114
H -5.001 -0.593 4.280  0.110
H -6.491 -0.421 2.290  0.117
H -4.950 -0.056 2.087  0.099
H -5.517 -1.410 0.175  0.114
H -6.341 -2.614 1.159  0.122
H -5.116 -3.812 -0.545  0.086
H -5.014 -4.893 0.791  0.085
H -3.561 -4.475 -0.007  0.080
H -2.050 -2.489 0.891  0.087
H -3.034 -0.985 0.570  0.065
H -2.960 -2.294 -0.520  0.078
H -3.489 -5.066 2.726  0.101
C -0.075 4.867 2.316  -0.046
C -1.376 4.164 1.853  -0.479
C -1.252 3.562 0.459  -0.026
C -1.586 3.117 2.964  -0.136
C -3.030 2.658 3.052  -0.203
C -3.954 3.837 3.287  -0.141
C -3.789 4.914 2.180  -0.482
C -4.467 4.474 0.866  -0.025
C -4.478 6.150 2.798  -0.044
N -2.360 5.268 2.042  -0.099
O -2.221 6.204 0.989  -0.021
H 0.173 5.695 1.643  0.081
H -0.104 5.259 3.326  0.081
H 0.783 4.199 2.177  0.079
H -1.680 4.280 -0.248  0.079
H -0.217 3.403 0.158  0.078
H -1.834 2.655 0.283  0.067
H -0.979 2.210 2.922  0.117
H -1.321 3.576 3.919  0.116
H -3.311 2.049 2.184  0.100
H -3.146 1.977 3.903  0.106
H -3.608 4.261 4.235  0.123
H -4.970 3.479 3.449  0.122
H -4.570 5.281 0.133  0.078
H -5.515 4.162 0.908  0.091
H -3.900 3.674 0.395  0.047
H -5.275 5.951 3.513  0.080
H -4.880 6.775 1.989  0.077
H -3.830 6.869 3.309  0.084
H -2.477 7.043 1.393  0.103
C -6.841 2.744 -5.743  -0.052
C -5.418 2.756 -5.103  -0.506
C -4.416 2.784 -6.300  -0.020
C -5.406 4.049 -4.274  -0.136
C -4.246 4.148 -3.255  -0.183
C -4.183 2.895 -2.392  -0.150
C -4.137 1.627 -3.258  -0.473
C -2.777 1.646 -3.941  -0.031
C -4.275 0.441 -2.272  -0.007
N -5.282 1.619 -4.210  -0.101
O -5.370 0.373 -4.898  -0.014
H -7.570 2.586 -4.941  0.080
H -7.130 3.717 -6.145  0.080
H -7.021 1.979 -6.498  0.077
H -4.880 3.129 -7.221  0.078
H -3.639 3.497 -6.021  0.066
H -3.999 1.797 -6.486  0.078
H -5.426 4.872 -4.986  0.123
H -6.228 4.112 -3.553  0.121
H -3.393 4.504 -3.847  0.106
H -4.412 5.063 -2.674  0.105
H -4.993 2.919 -1.657  0.113
H -3.326 2.989 -1.718  0.098
H -2.025 1.730 -3.152  0.080
H -2.586 2.521 -4.560  0.060
H -2.580 0.830 -4.639  0.094
H -4.576 0.795 -1.284  0.069
H -3.293 -0.001 -2.100  0.071
H -5.022 -0.274 -2.604  0.074
H -6.177 0.039 -4.493  0.101
C 5.319 -5.570 -3.691  -0.017
C 4.966 -4.578 -2.560  -0.529
C 5.621 -5.101 -1.277  -0.049
C 5.596 -3.228 -2.812  -0.150
C 4.885 -2.356 -3.834  -0.169
C 3.369 -2.190 -3.510  -0.091
C 2.673 -3.580 -3.178  -0.470
C 1.462 -3.250 -2.297  -0.043
C 2.188 -4.271 -4.469  -0.020
N 3.551 -4.421 -2.338  -0.091
O 2.956 -5.694 -2.156  -0.020
H 6.392 -5.746 -3.772  0.086
H 4.903 -6.535 -3.404  0.083
H 4.940 -5.188 -4.637  0.064
H 6.675 -5.407 -1.271  0.089
H 5.433 -4.489 -0.394  0.073
H 5.343 -6.123 -0.969  0.081
H 5.803 -2.562 -1.967  0.105
H 6.586 -3.436 -3.231  0.127
H 5.469 -1.454 -4.020  0.108
H 4.968 -2.917 -4.774  0.105
H 2.838 -1.786 -4.374  0.116
H 3.162 -1.473 -2.714  0.080
H 0.815 -2.508 -2.771  0.086
H 1.633 -2.865 -1.291  0.065
H 0.850 -4.139 -2.111  0.082
H 3.056 -4.579 -5.051  0.065
H 1.543 -3.627 -5.062  0.086
H 1.683 -5.196 -4.194  0.080
H 2.609 -5.678 -1.256  0.110
C 5.122 0.256 4.335  -0.021
C 6.151 0.670 3.273  -0.513
C 5.798 2.056 2.707  -0.036
C 7.562 0.832 3.887  -0.127
C 8.313 -0.482 4.221  -0.172
C 8.346 -1.423 3.037  -0.136
C 7.018 -1.555 2.270  -0.498
C 7.325 -2.008 0.849  -0.048
C 6.126 -2.620 2.959  -0.032
N 6.246 -0.308 2.193  -0.118
O 5.127 -0.427 1.350  -0.026
H 4.160 0.116 3.842  0.079
H 5.390 -0.675 4.831  0.064
H 5.123 1.041 5.093  0.084
H 6.612 2.399 2.068  0.082
H 4.841 2.112 2.186  0.077
H 5.703 2.821 3.483  0.085
H 8.153 1.488 3.250  0.113
H 7.406 1.271 4.875  0.116
H 9.339 -0.295 4.536  0.110
H 7.733 -0.869 5.065  0.104
H 8.649 -2.440 3.285  0.122
H 9.030 -0.952 2.323  0.121
H 7.620 -1.240 0.130  0.093
H 6.441 -2.436 0.359  0.052
H 7.994 -2.869 0.767  0.091
H 6.526 -3.620 2.746  0.081
H 5.107 -2.612 2.576  0.080
H 6.113 -2.581 4.049  0.069
H 5.423 -0.066 0.502  0.088
C 1.244 0.338 1.220  -0.026
C 1.179 -0.137 -0.244  -0.449
C 0.031 0.319 -1.135  -0.037
O 2.382 0.325 -0.891  -0.086
H 0.393 -0.064 1.781  0.073
H 1.295 1.423 1.276  0.074
H 2.094 -0.107 1.744  0.071
H 1.246 -1.228 -0.251  0.106
H -0.207 1.380 -1.087  0.057
H -0.853 -0.241 -0.809  0.067
H 0.157 0.056 -2.185  0.077
H 3.049 -0.079 -0.316  0.066
O 4.908 0.493 -2.047  -0.049
H 4.034 0.846 -2.256  0.036
H 4.794 -0.463 -2.086  -0.008

Net charge   0
Relative energy (zero: lowest compared OMol25 entry of this formula, charge and spin)   43.0 kcal per mole
F_max   2.46 eV/Å
2S+1   1
Total energy   -73254.4771 eV

(7)
This record from the OMol25 dataset describes a 2-piece molecular cluster, C4H12N2S overall at a distorted geometry. The level of theory is ωB97M-V/def2-TZVPD.

Each line ends with the Löwdin charge.
Element x y z (Å)
C -0.976 1.556 0.206  -0.129
C 0.734 1.133 -1.504  -0.166
C -0.944 -0.842 -0.762  -0.112
C -0.148 0.476 -0.449  -0.786
N 2.039 -0.999 -0.090  -0.369
N -0.370 -1.394 2.795  -0.006
S 1.235 0.037 0.704  0.884
H -1.890 1.819 -0.540  0.145
H -1.521 1.208 1.088  0.063
H -0.257 2.333 0.533  0.081
H 0.353 2.033 -2.064  0.097
H 1.179 0.484 -2.282  0.079
H 1.721 1.375 -0.989  0.051
H -1.614 -1.175 0.099  0.072
H -1.723 -0.988 -1.598  0.096
H -0.237 -1.657 -1.004  0.054
H 2.743 -1.388 0.543  -0.010
H -0.750 -2.146 2.066  0.008
H 0.425 -1.866 3.248  -0.054

Net charge   0
Relative energy (zero: lowest compared OMol25 entry of this formula, charge and spin)   106.3 kcal per mole
F_max   3.38 eV/Å
2S+1   1
Total energy   -18153.4110 eV

(8)
This record from the OMol25 dataset describes C6H6 as an isolated structure at a distorted geometry. The level of theory is ωB97M-V/def2-TZVPD.

Each line ends with the Löwdin charge.
Element x y z (Å)
C -2.937 -0.130 -0.315  -0.148
C -2.404 1.164 0.044  0.046
C -1.059 0.614 0.068  -0.210
C 0.455 1.091 0.085  -0.028
C -1.754 -0.670 0.298  -0.031
C 1.472 -0.047 -0.075  -0.109
H -3.917 -0.627 -0.597  0.103
H 0.725 2.009 -0.287  0.046
H -1.309 -1.449 0.957  0.112
H 1.856 0.048 -1.022  0.030
H 0.884 -1.076 0.107  0.104
H 2.192 0.051 0.785  0.085

Net charge   0
Relative energy (zero: lowest compared OMol25 entry of this formula, charge and spin)   60.6 kcal per mole
F_max   5.44 eV/Å
2S+1   3
Total energy   -6310.2400 eV